No. 1
Entry from OMol25: the molecule C19H24ClN3O2 (the ωB97M-V functional and the def2-TZVPD basis).

The geometry in XYZ format:
```
49
Properties=species:S:1:pos:R:3:mulliken_charge:R:1
C -2.082 -0.924 3.358 -1.643
C -1.270 -1.560 2.203 1.461
C -2.265 -2.474 1.424 -1.733
C -0.073 -2.373 2.709 -1.667
C 1.100 -1.623 3.362 1.692
C 2.277 -2.639 3.548 -1.921
N 0.688 -1.229 4.730 -0.586
C 1.537 -0.421 2.454 -1.546
O 1.904 -0.812 1.102 -0.566
C 1.303 -0.112 0.091 -0.111
C 0.469 -0.797 -0.820 -0.309
C -0.086 -0.154 -1.931 -1.194
C 0.203 1.213 -2.160 1.171
C 0.947 1.947 -1.232 0.442
C 1.541 1.276 -0.123 0.454
Cl 2.678 2.124 0.920 -0.230
C 1.172 3.438 -1.470 -0.997
O 0.487 4.077 -2.570 -0.477
C -0.110 3.294 -3.555 -0.139
C -0.498 3.891 -4.791 -0.375
N -1.083 3.225 -5.770 -0.625
C -1.222 1.932 -5.627 0.270
N -1.885 1.336 -6.687 -0.512
C -0.781 1.200 -4.498 -0.660
C -0.209 1.897 -3.433 0.943
H -2.399 -1.651 4.130 0.300
H -1.499 -0.125 3.790 0.383
H -3.007 -0.521 2.961 0.482
H -0.933 -0.764 1.515 -0.162
H -1.694 -3.150 0.776 0.383
H -2.961 -1.864 0.809 0.380
H -2.755 -3.103 2.160 0.433
H 0.328 -2.985 1.902 0.319
H -0.444 -3.118 3.465 0.609
H 1.986 -3.463 4.204 0.449
H 3.156 -2.118 3.996 0.410
H 2.563 -3.076 2.586 0.337
H 0.483 -2.073 5.257 0.322
H 1.400 -0.620 5.193 0.288
H 0.766 0.318 2.430 0.636
H 2.405 0.103 2.888 0.539
H 0.298 -1.857 -0.663 0.491
H -0.686 -0.748 -2.613 0.251
H 0.875 3.943 -0.542 0.417
H 2.238 3.571 -1.605 0.399
H -0.346 4.977 -4.897 0.383
H -1.543 0.445 -7.023 0.226
H -2.106 2.005 -7.394 0.275
H -0.868 0.145 -4.557 0.307
```

**Orbital gap**: 0.296 hartree
**Total energy**: -41179.8781 eV
**E_LUMO**: 0.272 eV
**Relative energy (zero: lowest compared OMol25 entry of this formula, charge and spin)**: 2.0036 eV

No. 2
Entry from OMol25: a structure of composition C7H25BCl2Co2N7O22 (the ωB97M-V functional and the def2-TZVPD basis).

The geometry in XYZ format:
```
66
Properties=species:S:1:pos:R:3:lowdin_spin:R:1
Co 0.190 -0.928 -2.347 2.775
Co 0.664 0.604 1.767 2.798
Cl 1.600 3.672 -0.355 0.001
O 0.692 4.453 -1.128 0.004
O 2.098 2.582 -1.174 0.002
O 2.686 4.454 0.165 0.001
O 0.867 3.083 0.766 0.020
Cl -1.209 1.598 -4.335 0.004
O -0.869 0.443 -3.466 0.053
O -0.466 2.712 -3.847 0.004
O -0.853 1.293 -5.685 0.006
O -2.617 1.808 -4.206 0.007
B 0.059 -0.029 -0.305 0.105
H -0.675 -0.814 -0.741 0.020
H -0.451 0.814 0.300 0.023
H 0.873 -0.555 0.349 0.025
H 0.634 0.460 -1.191 0.021
C -2.985 -1.109 1.984 0.000
N -1.722 -1.798 2.314 0.002
O -0.705 -1.126 2.437 0.015
O -1.702 -3.003 2.312 0.004
H -2.739 -0.442 1.160 0.001
H -3.449 -0.587 2.819 0.000
H -3.763 -1.805 1.684 0.000
C -1.806 -4.781 -1.206 0.002
N -1.917 -3.307 -1.400 0.003
O -0.953 -2.725 -1.902 0.024
O -2.880 -2.784 -0.928 0.001
H -2.516 -5.249 -1.886 0.000
H -2.109 -5.006 -0.190 0.000
H -0.798 -5.096 -1.449 0.000
C 4.836 1.749 1.707 0.002
N 3.854 1.010 0.880 0.004
O 4.240 0.302 -0.011 0.002
O 2.694 1.074 1.254 0.022
H 4.907 1.192 2.638 0.000
H 4.486 2.773 1.820 0.000
H 5.820 1.817 1.254 0.000
C 4.233 0.443 -3.327 0.001
N 2.830 0.599 -3.799 0.003
O 1.924 -0.045 -3.259 0.020
O 2.666 1.342 -4.710 0.007
H 4.606 1.384 -2.942 0.000
H 4.825 0.008 -4.125 0.000
H 4.203 -0.282 -2.518 0.000
C -2.083 3.377 3.836 0.000
N -2.251 2.255 2.889 0.002
O -1.247 1.636 2.550 0.015
O -3.362 2.030 2.501 -0.002
H -1.691 3.061 4.802 0.000
H -3.045 3.825 4.060 0.000
H -1.396 4.114 3.426 0.000
C 2.864 -3.287 3.326 0.000
N 3.055 -1.864 2.976 0.000
O 2.160 -1.285 2.366 0.004
O 4.090 -1.344 3.295 0.002
H 1.854 -3.658 3.185 0.000
H 3.056 -3.419 4.390 0.000
H 3.607 -3.828 2.747 0.000
C -5.533 -0.619 -1.767 0.000
N -4.308 0.204 -1.489 0.000
O -4.500 1.265 -0.939 0.000
O -3.233 -0.220 -1.859 0.000
H -6.201 -0.106 -2.450 0.000
H -5.952 -0.798 -0.782 0.000
H -5.191 -1.534 -2.239 0.000
```

**Charge**: +1
**⟨S²⟩**: 12.0113
**Orbital gap (alpha / beta)**: 0.262 / 0.242 hartree
**Total energy**: -164070.4188 eV
**Spin multiplicity**: 7
**E_LUMO (alpha / beta)**: -3.990 / -4.529 eV

No. 3
Entry from OMol25: a structure of composition C32H57HgN4OP2 (the ωB97M-V functional and the def2-TZVPD basis).

The geometry in XYZ format:
```
97
Properties=species:S:1:pos:R:3:mulliken_charge:R:1
C -1.423 -2.912 0.380 0.147
C 0.908 -2.996 0.092 0.197
C -1.535 -4.301 0.255 -0.924
C 0.859 -4.430 0.105 -1.342
C -0.367 -5.066 0.179 -0.637
H -2.534 -4.733 0.268 0.479
H 1.802 -4.977 0.050 0.453
H -0.437 -6.153 0.170 0.394
N -0.238 -2.307 0.408 0.529
P -2.506 -0.345 1.053 -0.214
P 2.448 -0.605 -0.429 -0.150
C -2.698 -2.051 0.391 -1.001
H -3.028 -1.931 -0.653 0.546
H -3.515 -2.578 0.906 0.299
C 2.074 -2.320 -0.330 -0.666
H 2.944 -2.980 -0.424 0.620
C 3.466 -0.652 -2.129 1.809
C 3.663 -0.068 1.006 2.354
C -3.593 0.822 0.015 2.782
C -3.078 -0.594 2.828 1.990
C 3.162 0.685 -2.811 -1.509
H 3.560 1.532 -2.237 0.289
H 3.619 0.702 -3.814 0.551
H 2.084 0.833 -2.918 0.088
C 4.983 -0.813 -1.976 -1.955
H 5.462 0.009 -1.434 0.402
H 5.252 -1.770 -1.512 0.343
H 5.433 -0.820 -2.983 0.515
C 2.989 -1.822 -3.002 -1.685
H 3.480 -1.764 -3.989 0.587
H 3.231 -2.795 -2.559 0.356
H 1.906 -1.788 -3.153 0.161
C 4.245 1.315 0.662 -1.751
H 3.455 2.067 0.534 0.254
H 4.884 1.638 1.496 0.511
H 4.868 1.324 -0.241 0.283
C 2.859 0.052 2.312 -1.972
H 2.052 0.792 2.228 -0.008
H 2.436 -0.910 2.625 0.355
H 3.533 0.388 3.111 0.623
C 4.776 -1.088 1.233 -1.895
H 5.495 -1.143 0.411 0.330
H 5.338 -0.773 2.123 0.567
H 4.379 -2.090 1.424 0.308
C -3.066 0.773 3.542 -1.374
H -3.530 0.639 4.533 0.549
H -2.042 1.148 3.686 -0.012
H -3.656 1.536 3.009 0.239
C -2.097 -1.547 3.533 -1.526
H -2.041 -2.515 3.023 0.288
H -1.092 -1.118 3.619 0.122
H -2.470 -1.729 4.551 0.542
C -4.491 -1.202 2.919 -1.738
H -4.765 -1.259 3.983 0.546
H -5.253 -0.598 2.417 0.347
H -4.542 -2.219 2.516 0.332
C -3.637 0.343 -1.450 -2.239
H -4.285 -0.537 -1.577 0.322
H -4.066 1.146 -2.072 0.650
H -2.636 0.111 -1.842 0.198
C -2.935 2.219 0.080 -1.689
H -1.931 2.215 -0.371 0.219
H -3.564 2.931 -0.478 0.570
H -2.840 2.580 1.115 0.250
C -5.032 0.936 0.534 -2.161
H -5.578 -0.012 0.453 0.390
H -5.084 1.309 1.564 0.441
H -5.561 1.668 -0.094 0.532
Hg -0.069 0.116 0.628 1.924
C 0.312 0.691 4.710 0.160
O 1.026 1.483 5.114 -0.180
N -0.036 -0.450 -1.911 0.161
C 0.000 -0.626 -3.067 -1.074
C -0.376 -0.462 -4.538 2.376
C 0.369 -1.461 -5.414 -1.792
C -1.883 -0.695 -4.671 -1.554
C -0.017 0.961 -4.973 -1.609
H 1.449 -1.286 -5.383 0.341
H 0.156 -2.491 -5.108 0.388
H 0.040 -1.338 -6.452 0.490
H -2.442 0.081 -4.126 0.286
H -2.184 -0.641 -5.726 0.462
H -2.157 -1.694 -4.296 0.395
H -0.367 1.129 -5.998 0.466
H -0.507 1.702 -4.325 0.317
H 1.072 1.113 -4.953 0.353
C -0.571 5.783 2.794 -0.836
N 0.400 4.695 2.916 0.088
C 1.667 4.933 3.621 -0.766
C 0.133 3.497 2.464 0.040
N -0.026 2.384 2.096 -0.417
H -0.305 6.566 3.507 0.291
H -1.582 5.412 3.007 0.320
H -0.571 6.217 1.784 0.303
H 1.867 4.101 4.317 0.258
H 2.517 5.014 2.919 0.286
H 1.584 5.860 4.198 0.308
```

**Charge**: +1
**Orbital gap**: 0.212 hartree
**Total energy**: -64862.0627 eV
**E_LUMO**: -2.645 eV
**Relative energy (zero: lowest compared OMol25 entry of this formula, charge and spin)**: 0.6729 eV

No. 4
Entry from OMol25: a structure of composition C15H34Cl2NO5RbSSe4Si (the ωB97M-V functional and the def2-TZVPD basis).

The geometry in XYZ format:
```
64
Properties=species:S:1:pos:R:3:mulliken_charge:R:1
Rb -1.649 -1.062 -3.588 0.785
C 1.980 1.411 1.454 -1.447
C 1.497 1.262 0.011 1.800
C 2.615 0.729 -0.887 -1.401
C 1.043 2.607 -0.542 -1.463
O 0.339 0.421 -0.017 0.401
Si 0.012 -1.087 0.604 -0.161
S -1.418 -2.000 -0.531 -0.926
O -0.349 -0.898 2.236 0.048
C -1.557 -0.664 2.943 1.829
C -2.367 0.447 2.283 -1.340
C -1.129 -0.220 4.340 -1.853
C -2.376 -1.949 3.038 -1.763
O 1.492 -1.821 0.737 -0.143
C 1.937 -3.028 1.336 1.699
C 0.856 -4.106 1.382 -1.457
C 2.406 -2.700 2.754 -1.394
C 3.111 -3.513 0.491 -1.842
H 2.853 2.068 1.499 0.477
H 2.246 0.434 1.864 0.049
H 1.186 1.836 2.076 0.244
H 3.442 1.443 -0.896 0.471
H 2.249 0.618 -1.910 0.366
H 2.973 -0.236 -0.535 0.030
H 1.881 3.309 -0.551 0.494
H 0.240 3.030 0.070 0.151
H 0.683 2.489 -1.564 0.200
H -1.746 1.345 2.236 0.137
H -3.270 0.668 2.859 0.553
H -2.652 0.154 1.270 0.213
H -0.551 0.705 4.276 0.357
H -0.500 -0.987 4.797 0.381
H -2.003 -0.052 4.977 0.393
H -2.651 -2.284 2.037 0.252
H -3.283 -1.780 3.627 0.475
H -1.782 -2.730 3.521 0.343
H 0.029 -3.799 2.026 0.111
H 1.284 -5.036 1.766 0.492
H 0.445 -4.274 0.386 0.321
H 1.576 -2.275 3.322 0.019
H 3.213 -1.964 2.719 0.313
H 2.768 -3.601 3.258 0.480
H 2.773 -3.720 -0.526 0.412
H 3.544 -4.423 0.916 0.428
H 3.882 -2.741 0.445 0.344
Se -1.857 -0.384 -7.403 -0.768
Se 0.356 -1.024 -7.810 -0.168
Se 1.506 -1.141 -5.773 -0.187
Se 3.003 0.637 -5.585 -0.743
N -2.273 3.448 -0.215 -0.796
C -2.314 2.442 -1.286 1.401
C -3.730 1.942 -1.537 0.025
O -4.667 2.531 -0.779 -0.574
O -3.998 1.107 -2.358 -0.563
H -1.746 4.258 -0.508 0.270
H -1.816 3.073 0.605 0.177
H -4.159 3.168 -0.228 0.426
H -1.683 1.576 -1.074 -0.528
H -1.962 2.870 -2.222 0.187
Cl -0.117 4.360 -4.776 -0.254
C 0.088 2.655 -5.301 -0.191
Cl -0.607 1.535 -4.126 0.119
H 1.145 2.413 -5.397 0.005
H -0.443 2.510 -6.235 0.284
```

**Charge**: -2
**Orbital gap**: 0.163 hartree
**Total energy**: -333643.0270 eV
**E_LUMO**: 3.742 eV
**Relative energy (zero: lowest compared OMol25 entry of this formula, charge and spin)**: 0.8235 eV

No. 5
Entry from OMol25: the ion C5H13N2O with charge +1 (the ωB97M-V functional and the def2-TZVPD basis).

The geometry in XYZ format:
```
21
Properties=species:S:1:pos:R:3:mulliken_charge:R:1
C 1.771 -1.273 0.799 -1.328
C 1.647 0.146 0.195 0.257
O 1.901 0.176 -1.260 -0.620
C -0.128 0.787 0.144 0.181
N -0.716 1.649 1.050 -0.465
N -0.553 0.891 -1.252 -0.196
C -1.054 -0.293 -0.459 -0.195
C -2.553 -0.645 -0.145 -1.203
H 2.805 -1.463 1.088 0.379
H 1.635 -2.061 0.048 0.404
H 1.189 -1.635 1.614 0.361
H 2.249 0.866 0.839 0.382
H 2.884 0.231 -1.341 0.347
H -0.683 1.250 2.067 0.316
H -0.424 2.660 1.067 0.289
H 0.262 0.719 -1.883 0.318
H -1.005 1.725 -1.540 0.287
H -0.488 -1.140 -0.722 0.475
H -3.154 -0.057 0.501 0.378
H -2.415 -1.655 0.357 0.336
H -3.172 -0.878 -1.167 0.297
```

**Charge**: +1
**Orbital gap**: 0.397 hartree
**Total energy**: -10414.3808 eV
**E_LUMO**: -2.778 eV
**Relative energy (zero: lowest compared OMol25 entry of this formula, charge and spin)**: 3.8150 eV

No. 6
Entry from OMol25: a structure of composition C3H5NO2 (the ωB97M-V functional and the def2-TZVPD basis).

The geometry in XYZ format:
```
11
Properties=species:S:1:pos:R:3:mulliken_charge:R:1
C 1.332 1.179 -0.110 -0.958
C 0.619 -0.024 0.445 0.653
O 1.031 -0.708 1.357 -0.562
N -0.596 -0.285 -0.191 -0.373
C -1.442 -1.254 0.103 -0.029
O -2.429 -1.149 -0.688 -0.580
H 1.482 1.060 -1.187 0.300
H 2.291 1.307 0.391 0.298
H 0.716 2.070 0.039 0.285
H -1.641 -0.174 -1.027 0.570
H -1.361 -2.023 0.868 0.396
```

**Orbital gap**: 0.391 hartree
**Total energy**: -8775.6826 eV
**E_LUMO**: 0.499 eV
**Relative energy (zero: lowest compared OMol25 entry of this formula, charge and spin)**: 2.0121 eV

No. 7
Entry from OMol25: the molecule C17H34N2O2 (the ωB97M-V functional and the def2-TZVPD basis).

The geometry in XYZ format:
```
55
Properties=species:S:1:pos:R:3:mulliken_charge:R:1
N 3.853 2.305 3.566 -0.606
C 4.431 1.042 3.979 -0.781
C 4.757 0.035 2.856 -0.381
N 3.670 -0.902 2.626 -0.274
C 2.500 -0.322 1.995 -0.974
C 1.529 -1.420 1.547 -0.018
C 1.930 -2.047 0.205 -0.669
O 1.284 -1.223 -0.733 -0.537
C 0.077 -0.774 -0.140 0.683
C -1.103 -1.683 -0.541 -0.912
C -1.233 -1.893 -2.051 -0.450
C -2.660 -2.232 -2.493 -1.149
C -3.660 -1.082 -2.341 -0.415
C -3.402 0.079 -3.302 -0.384
C -4.179 1.350 -2.945 -1.138
C -3.722 2.026 -1.649 -0.490
C -2.323 2.642 -1.740 -0.539
C -1.617 2.754 -0.385 -1.159
C -1.225 1.408 0.232 -0.251
C -0.118 0.697 -0.543 -0.935
O 0.252 -0.883 1.271 -0.446
H 2.955 2.167 3.117 0.261
H 4.462 2.771 2.902 0.252
H 3.745 0.564 4.681 0.375
H 5.355 1.281 4.514 0.351
H 5.028 0.595 1.941 0.301
H 5.625 -0.557 3.156 0.421
H 4.009 -1.672 2.056 0.273
H 1.977 0.296 2.730 0.329
H 2.754 0.308 1.122 0.396
H 1.429 -2.157 2.349 0.389
H 1.576 -3.085 0.130 0.250
H 3.001 -2.014 0.002 0.535
H -2.008 -1.243 -0.128 0.382
H -0.963 -2.645 -0.043 0.472
H -0.892 -1.003 -2.577 0.403
H -0.567 -2.703 -2.354 0.285
H -3.014 -3.085 -1.909 0.349
H -2.633 -2.538 -3.542 0.401
H -3.631 -0.722 -1.314 0.231
H -4.667 -1.469 -2.517 0.439
H -2.337 0.306 -3.322 0.223
H -3.682 -0.231 -4.312 0.395
H -5.239 1.099 -2.855 0.369
H -4.078 2.063 -3.767 0.346
H -3.753 1.298 -0.840 0.315
H -4.440 2.810 -1.393 0.387
H -1.703 2.052 -2.413 0.306
H -2.401 3.640 -2.178 0.427
H -0.717 3.361 -0.508 0.364
H -2.275 3.277 0.312 0.379
H -2.103 0.768 0.286 0.305
H -0.886 1.565 1.257 0.317
H -0.317 0.720 -1.612 0.180
H 0.831 1.210 -0.378 0.414
```

**Orbital gap**: 0.361 hartree
**Total energy**: -25255.9699 eV
**E_LUMO**: 0.850 eV
**Relative energy (zero: lowest compared OMol25 entry of this formula, charge and spin)**: 2.1612 eV

No. 8
Entry from OMol25: a cluster of 3 separate species, C11H22BF2N3O8P in total (the ωB97M-V functional and the def2-TZVPD basis).

The geometry in XYZ format:
```
48
Properties=species:S:1:pos:R:3:mulliken_charge:R:1
N 1.869 0.137 -1.790 -0.304
C 1.798 -0.714 -2.711 0.131
N 2.968 -1.445 -3.139 -0.637
N 0.630 -0.984 -3.418 -0.369
C -0.626 -0.837 -2.655 -0.458
C -1.256 -2.177 -2.333 -1.031
C -0.382 -3.068 -1.446 -0.153
C -0.050 -2.440 -0.102 -0.625
B 0.785 -3.488 0.875 0.260
P 2.671 -2.994 0.751 0.009
O 3.213 -2.986 2.347 -0.476
O 3.423 -4.355 0.043 -0.492
H 2.819 0.132 -1.436 0.272
H 3.036 -1.322 -4.145 0.277
H 2.870 -2.431 -2.918 0.305
H 0.693 -1.959 -3.689 0.364
H -0.502 -0.269 -1.748 0.071
H -1.334 -0.284 -3.268 0.328
H -1.579 -2.696 -3.237 0.300
H -2.157 -1.965 -1.768 0.409
H 0.522 -3.393 -1.959 0.118
H -0.962 -3.962 -1.241 0.464
H -0.959 -2.136 0.405 0.134
H 0.582 -1.582 -0.296 0.047
H 0.608 -4.640 0.522 -0.212
H 0.452 -3.286 2.033 -0.270
H 2.552 -3.421 2.911 0.267
H 4.371 -4.235 0.206 0.264
C 0.727 2.932 -0.956 -0.269
C 1.209 4.237 -0.375 0.377
O -0.003 4.953 -0.167 -0.333
C -0.980 4.029 0.029 0.623
O -2.056 4.278 0.476 -0.611
O -0.566 2.804 -0.335 -0.263
F 1.989 4.933 -1.241 -0.297
H 0.603 2.988 -2.037 0.262
H 1.360 2.086 -0.723 0.183
H 1.735 4.143 0.576 0.289
C -3.173 3.334 3.223 -0.242
C -2.071 2.406 3.670 0.329
O -2.660 1.741 4.778 -0.348
C -4.008 1.725 4.573 0.638
O -4.773 1.047 5.172 -0.511
O -4.348 2.592 3.591 -0.341
F -0.974 3.085 4.093 -0.293
H -3.154 4.275 3.776 0.257
H -3.149 3.542 2.158 0.200
H -1.767 1.668 2.926 0.358
```

**Charge**: -1
**Orbital gap**: 0.222 hartree
**Total energy**: -48016.8654 eV
**E_LUMO**: 2.501 eV

No. 9
Entry from OMol25: the molecule C3H3NS (the ωB97M-V functional and the def2-TZVPD basis).

The geometry in XYZ format:
```
8
Properties=species:S:1:pos:R:3:mulliken_charge:R:1
C -1.577 -0.858 -0.042 0.074
C -0.760 0.070 -0.063 -0.467
C 0.196 1.050 0.006 0.032
N 1.485 0.865 -0.048 -0.358
S 2.179 -0.625 -0.065 -0.051
H -2.489 -1.381 -0.146 0.406
H -0.144 2.133 -0.066 0.272
H 1.110 -1.254 0.423 0.092
```

**Orbital gap**: 0.324 hartree
**Total energy**: -15481.6223 eV
**E_LUMO**: -0.043 eV
**Relative energy (zero: lowest compared OMol25 entry of this formula, charge and spin)**: 2.1347 eV